DFT (the ωB97M-V functional and the def2-TZVPD basis) results for an isolated molecule of C7H14 in a non-equilibrium geometry.

Each line ends with the Löwdin charge.
Cartesian coordinates (Å):
C -2.019 -0.829 1.732  -0.101
C -1.351 -0.069 0.603  -0.136
C -0.389 -0.608 -0.178  -0.301
C 0.568 -1.585 0.546  -0.065
C 0.105 -0.068 -1.500  -0.179
C 0.825 1.311 -1.541  -0.244
C 1.478 1.727 -0.202  -0.098
H -1.261 -1.179 2.434  0.065
H -2.625 -0.134 2.306  0.062
H -2.630 -1.647 1.343  0.082
H -1.776 0.895 0.330  0.104
H 1.266 -1.966 -0.200  0.063
H 1.116 -1.238 1.419  0.081
H 0.000 -2.474 0.836  0.072
H -0.705 -0.112 -2.229  0.109
H 0.928 -0.740 -1.787  0.096
H 0.063 2.050 -1.849  0.098
H 1.555 1.296 -2.350  0.094
H 0.792 1.513 0.614  0.055
H 2.348 1.071 -0.092  0.075
H 1.714 2.787 -0.235  0.066

Values from the calculation:
Kohn-Sham gap ... 9.648 eV
LUMO energy ... 1.10 eV
Energy relative to the best compared isomer or geometry (same formula, charge and spin) ... 34.4 kcal per mole
E_tot ... -275.06150 Eh
Highest occupied orbital energy ... -8.55 eV
SMILES ... C/C=C(\C)CCC



DFT (the ωB97M-V functional and the def2-TZVPD basis) results for an isolated molecule of C7H14.

Each line ends with the Löwdin charge.
Cartesian coordinates (Å):
C -0.124 1.335 1.655  -0.064
C 0.483 0.115 0.997  -0.246
C 0.990 0.148 -0.426  -0.254
C 0.849 1.368 -1.309  -0.064
C -0.187 -0.727 -0.068  -0.470
C -1.571 -0.391 -0.591  -0.038
C 0.085 -2.220 -0.040  -0.049
H 0.672 2.017 1.979  0.080
H -0.708 1.063 2.541  0.077
H -0.779 1.901 0.987  0.061
H 1.102 -0.461 1.686  0.131
H 1.920 -0.395 -0.597  0.133
H 0.881 1.083 -2.367  0.079
H 1.664 2.079 -1.129  0.078
H -0.093 1.899 -1.144  0.064
H -2.326 -1.013 -0.095  0.082
H -1.636 -0.590 -1.669  0.088
H -1.854 0.653 -0.430  0.066
H 1.065 -2.436 0.400  0.080
H -0.672 -2.756 0.546  0.081
H 0.079 -2.634 -1.056  0.084

Values from the calculation:
Kohn-Sham gap ... 10.536 eV
LUMO energy ... 1.07 eV
Energy relative to the best compared isomer or geometry (same formula, charge and spin) ... 16.4 kcal per mole
E_tot ... -275.09011 Eh
Highest occupied orbital energy ... -9.47 eV
SMILES ... C[C@@H]1[C@H](C)C1(C)C



DFT (the ωB97M-V functional and the def2-TZVPD basis) results for a cluster of 2 separate species, C7H14BrClOSi2 in total in a non-equilibrium geometry.

Each line ends with the Löwdin charge.
Cartesian coordinates (Å):
C 1.222 2.313 -1.827  -0.203
Si 2.127 1.736 -0.462  0.651
C 2.731 0.005 -0.203  -0.232
C 3.323 -0.959 0.245  -0.720
Br 4.108 -2.574 0.481  0.770
C 2.661 2.793 1.110  -0.742
Cl 1.755 2.241 2.539  0.479
H 0.801 3.323 -1.723  0.002
H 0.730 1.829 -2.584  -0.048
H 2.362 3.927 0.864  0.069
H 3.786 2.961 1.255  0.051
C -3.046 -1.504 -1.063  -0.156
Si -1.220 -0.696 -0.753  0.437
C -0.412 -1.407 0.730  -0.165
C -1.447 1.208 -0.770  -0.198
O -0.399 -1.123 -2.156  -0.191
H -3.873 -0.747 -1.211  0.036
H -2.939 -2.118 -1.972  0.009
H -3.234 -2.096 -0.198  -0.014
H 0.630 -0.988 0.794  0.011
H -0.833 -0.869 1.562  0.022
H -0.500 -2.462 1.016  0.046
H -0.586 1.849 -0.495  -0.042
H -1.774 1.632 -1.779  0.064
H -2.195 1.389 0.033  0.030
H -0.826 -1.740 -2.751  0.034

Values from the calculation:
Kohn-Sham gap ... 8.323 eV
LUMO energy ... 0.02 eV
Energy relative to the best compared isomer or geometry (same formula, charge and spin) ... 90.0 kcal per mole
E_tot ... -3963.45695 Eh
Highest occupied orbital energy ... -8.30 eV
SMILES ... C=[Si](C#CBr)CCl.C[Si](C)(C)O



DFT (the ωB97M-V functional and the def2-TZVPD basis) results for a structure of composition C7H14Cl2CrO in a non-equilibrium geometry.

Each line ends with the Löwdin charge.
Cartesian coordinates (Å):
Cr 2.262 -0.190 0.703  -0.131
Cl 1.201 -2.081 1.121  -0.037
Cl 1.838 1.062 2.448  -0.047
C 3.930 -0.724 0.938  -0.359
H 4.745 -0.050 1.323  -0.053
H 4.389 -1.598 0.390  -0.048
C -0.524 1.351 0.181  -0.131
C 0.528 0.822 -0.417  -0.274
H -0.407 2.137 0.943  0.102
C 0.431 -0.255 -1.470  -0.255
H 1.541 1.333 -0.342  0.083
C -0.952 -0.326 -2.122  -0.202
H 1.231 -0.169 -2.216  0.111
H 0.599 -1.246 -1.017  0.017
C -2.033 -0.276 -1.043  -0.197
H -1.053 0.530 -2.796  0.106
H -1.023 -1.240 -2.733  0.108
C -1.907 0.880 -0.055  -0.208
H -3.008 -0.231 -1.528  0.099
H -1.988 -1.222 -0.495  0.111
H -2.560 1.718 -0.353  0.114
H -2.323 0.517 0.917  0.073
O -1.999 -0.101 2.471  -0.089
H -1.702 -1.023 2.354  0.058
H -1.214 0.382 2.797  0.049

Values from the calculation:
Kohn-Sham gap (spin up / spin down) ... 6.281 / 7.075 eV
Net charge ... -1
LUMO energy (spin up / spin down) ... 3.20 / 3.22 eV
Energy relative to the best compared isomer or geometry (same formula, charge and spin) ... 0.0 kcal per mole
E_tot ... -2315.20750 Eh
Highest occupied orbital energy (spin up / spin down) ... -3.08 / -3.85 eV
⟨S²⟩ ... 4.178
Spin multiplicity ... 4



DFT (the ωB97M-V functional and the def2-TZVPD basis) results for the ion C7H14FO5S2 with charge -1 in a non-equilibrium geometry.

Each line ends with the Löwdin charge.
Cartesian coordinates (Å):
C -0.796 -0.008 -2.741  -0.073
C 0.122 1.001 -2.102  -0.366
C 1.658 0.824 -2.416  -0.049
C -0.105 0.950 -0.575  -0.434
F 0.521 2.013 0.003  -0.004
S -1.913 1.131 -0.014  0.485
O -2.516 2.032 -1.026  -0.355
O -1.928 1.728 1.291  -0.321
O -2.328 -0.298 -0.143  -0.373
S 0.602 -0.656 0.289  0.730
O 0.466 -1.824 -0.524  -0.313
O 1.993 -0.460 0.624  -0.328
C -0.254 -0.869 1.892  -0.407
C 0.234 0.190 2.844  -0.106
C 0.256 -2.221 2.373  -0.076
H -0.905 -0.752 -2.047  0.003
H -1.746 0.516 -2.763  0.068
H -0.447 -0.562 -3.735  0.132
H 0.063 2.018 -2.433  0.125
H 1.870 -0.088 -2.032  0.007
H 2.286 1.499 -1.723  0.115
H 1.741 0.892 -3.478  0.067
H -1.206 -0.602 1.536  0.049
H 1.263 0.316 2.696  0.056
H -0.358 1.174 2.975  0.114
H 0.273 -0.145 3.803  0.029
H 0.922 -2.217 3.267  0.097
H 0.743 -2.708 1.503  0.073
H -0.510 -2.875 2.655  0.054

Values from the calculation:
Kohn-Sham gap ... 9.303 eV
Net charge ... -1
LUMO energy ... 3.27 eV
Energy relative to the best compared isomer or geometry (same formula, charge and spin) ... 0.0 kcal per mole
E_tot ... -1547.55342 Eh
Highest occupied orbital energy ... -6.03 eV
SMILES ... CC(C)[C@@](F)(S(=O)(=O)[O-])S(=O)(=O)C(C)C



DFT (the ωB97M-V functional and the def2-TZVPD basis) results for a structure of composition C7H14I2O5PdS in a non-equilibrium geometry.

Each line ends with the Löwdin charge.
Cartesian coordinates (Å):
O 2.119 2.175 -0.929  -0.207
S 2.873 1.445 0.002  0.610
O 2.358 1.711 1.380  -0.387
O 4.387 1.805 -0.078  -0.085
C 2.751 -0.281 -0.437  -0.188
C 1.268 -0.581 -0.276  -0.267
C 0.948 -2.052 -0.169  -0.140
C -0.540 -2.281 0.105  -0.158
O -1.013 -1.497 1.210  -0.117
C -2.207 -0.786 1.050  -0.229
C -2.155 0.402 0.088  -0.631
I -1.118 2.037 1.126  1.263
O -3.433 0.859 -0.061  -0.270
C -3.627 1.704 -1.170  -0.670
I -5.576 2.557 -1.127  1.055
H 4.502 2.630 0.440  0.143
H 3.373 -0.911 0.183  0.110
H 3.054 -0.325 -1.474  0.135
H 0.711 -0.137 -1.088  0.124
H 0.967 -0.118 0.652  0.044
H 1.261 -2.581 -1.054  0.136
H 1.509 -2.460 0.662  0.121
H -1.131 -2.174 -0.794  0.135
H -0.613 -3.309 0.430  0.137
H -3.053 -1.413 0.784  0.159
H -2.440 -0.369 2.018  0.118
H -1.719 0.194 -0.879  0.111
H -3.586 1.135 -2.092  0.077
H -2.934 2.532 -1.212  0.034
Pd 3.064 0.088 2.710  0.837

Values from the calculation:
Kohn-Sham gap ... 2.121 eV
Net charge ... +2
LUMO energy ... -12.75 eV
E_tot ... -1771.88506 Eh
Highest occupied orbital energy ... -14.87 eV



DFT (the ωB97M-V functional and the def2-TZVPD basis) results for a structure of composition C7H14INO2S in a non-equilibrium geometry.

Each line ends with the Löwdin charge.
Cartesian coordinates (Å):
C 0.311 -0.678 -1.302  -0.337
C 1.697 -0.011 -1.849  -0.689
C 0.117 0.020 0.134  -0.490
C -0.951 -0.683 -2.204  -0.051
C -0.783 -0.935 0.998  -0.031
C -0.450 1.398 0.064  0.010
C 1.806 0.209 2.084  -0.081
N 1.440 -0.227 0.761  -0.252
O 2.626 1.835 -0.185  -0.282
O 3.752 -0.298 -0.134  -0.313
S 2.587 0.415 -0.295  0.520
I 2.896 -1.412 -2.962  0.894
H 0.586 -1.838 -1.228  0.136
H 1.380 0.840 -2.364  0.044
H -0.767 0.047 -2.860  0.025
H -1.898 -0.677 -1.627  0.095
H -0.893 -1.605 -2.816  0.091
H -1.073 -0.456 1.835  0.026
H -0.327 -1.845 1.409  0.095
H -1.739 -1.388 0.607  0.103
H 0.258 2.068 -0.146  0.038
H -0.768 1.589 1.092  0.112
H -1.145 1.411 -0.644  0.050
H 1.232 -0.408 2.743  0.082
H 2.855 -0.081 2.384  0.117
H 1.716 1.288 1.987  0.088

Values from the calculation:
Kohn-Sham gap ... 9.873 eV
LUMO energy ... 0.24 eV
Energy relative to the best compared isomer or geometry (same formula, charge and spin) ... 0.0 kcal per mole
E_tot ... -1176.13191 Eh
Highest occupied orbital energy ... -9.63 eV



DFT (the ωB97M-V functional and the def2-TZVPD basis) results for a cluster of 2 separate species, C7H14N in total in a non-equilibrium geometry.

Each line ends with the Löwdin charge.
Cartesian coordinates (Å):
C 1.220 2.245 -2.372  -0.124
C 1.272 1.376 -3.373  0.127
C 0.687 2.489 -0.016  0.189
N 0.732 1.842 -1.113  0.037
H 1.438 3.308 -2.408  0.135
H 1.013 0.346 -3.155  0.089
H 1.659 1.673 -4.336  0.093
H 0.371 2.057 0.914  0.101
H 1.061 3.506 -0.057  0.130
H 0.459 0.858 -1.043  0.125
C -0.660 -0.288 0.669  -0.144
C -1.550 -1.277 1.459  -0.244
C -0.906 -2.635 1.380  -0.203
C -0.250 -3.162 2.407  0.014
H -0.574 -0.650 -0.362  0.074
H -1.168 0.681 0.686  0.067
H 0.336 -0.223 1.113  0.086
H -2.535 -1.234 0.990  0.111
H -1.655 -0.944 2.493  0.112
H -0.938 -3.130 0.414  0.103
H 0.263 -4.113 2.309  0.060
H -0.275 -2.726 3.398  0.064

Values from the calculation:
Kohn-Sham gap ... 7.026 eV
Net charge ... +1
LUMO energy ... -5.40 eV
Energy relative to the best compared isomer or geometry (same formula, charge and spin) ... 43.7 kcal per mole
E_tot ... -329.53796 Eh
Highest occupied orbital energy ... -12.43 eV



DFT (the ωB97M-V functional and the def2-TZVPD basis) results for the ion C7H14N with charge +1 in a non-equilibrium geometry.

Each line ends with the Löwdin charge.
Cartesian coordinates (Å):
C -0.634 2.920 0.495  0.045
C -0.534 1.643 0.142  -0.155
C 0.254 0.636 0.895  -0.353
C 1.522 0.823 1.231  0.077
C -0.462 -0.648 1.234  -0.158
C -0.706 -1.622 0.069  -0.164
C 0.458 -1.771 -0.914  -0.139
N 0.090 -1.362 -2.315  0.204
H -0.407 3.314 1.479  0.076
H -0.782 3.689 -0.259  0.068
H -0.916 1.329 -0.832  0.088
H 2.212 1.604 0.941  0.081
H 2.025 0.036 1.791  0.076
H 0.049 -1.180 2.037  0.122
H -1.463 -0.439 1.620  0.126
H -1.567 -1.289 -0.528  0.114
H -1.046 -2.567 0.488  0.123
H 0.834 -2.789 -0.982  0.134
H 1.295 -1.178 -0.543  0.121
H 0.047 -0.341 -2.354  0.163
H -0.814 -1.754 -2.585  0.175
H 0.819 -1.658 -2.965  0.176

Values from the calculation:
Kohn-Sham gap ... 8.930 eV
Net charge ... +1
LUMO energy ... -3.68 eV
Energy relative to the best compared isomer or geometry (same formula, charge and spin) ... 25.6 kcal per mole
E_tot ... -329.56666 Eh
Highest occupied orbital energy ... -12.61 eV
SMILES ... C=CC(=C)CCC[NH3+]



DFT (the ωB97M-V functional and the def2-TZVPD basis) results for a cluster of 2 separate species, C7H14N in total in a non-equilibrium geometry.

Each line ends with the Löwdin charge.
Cartesian coordinates (Å):
C 0.743 -2.457 -0.251  0.085
C 0.010 -1.644 -0.925  -0.009
C -0.514 2.126 1.465  -0.077
C -1.680 1.425 0.867  -0.062
C -0.295 0.767 0.857  -0.282
C -0.845 -1.264 -2.061  -0.026
C 1.860 0.463 -0.178  -0.091
N 0.482 0.550 -0.366  -0.064
H 1.574 -2.094 0.300  0.065
H 0.955 -3.592 -0.466  0.167
H -0.140 2.956 0.813  0.130
H -0.383 2.370 2.478  0.097
H -2.461 1.031 1.514  0.120
H -2.020 1.661 -0.041  0.056
H -0.110 0.022 1.548  0.119
H -0.106 -0.936 -2.783  0.110
H -1.541 -0.513 -1.866  0.064
H -1.479 -2.148 -2.225  0.127
H 2.134 0.177 -1.221  0.122
H 2.323 1.470 -0.072  0.124
H 2.167 -0.197 0.525  0.052
H 0.024 1.062 -1.156  0.173

Values from the calculation:
Kohn-Sham gap ... 8.580 eV
Net charge ... +1
LUMO energy ... -5.00 eV
Energy relative to the best compared isomer or geometry (same formula, charge and spin) ... 103.4 kcal per mole
E_tot ... -329.44271 Eh
Highest occupied orbital energy ... -13.58 eV



DFT (the ωB97M-V functional and the def2-TZVPD basis) results for the ion C7H14N with charge +1 in a non-equilibrium geometry.

Each line ends with the Löwdin charge.
Cartesian coordinates (Å):
C 2.716 0.302 0.392  0.048
C 1.433 0.366 0.702  -0.047
C 0.110 -0.437 -0.116  -0.491
C 0.030 -1.759 0.546  -0.067
C 0.343 -0.512 -1.573  -0.026
N -1.109 0.439 0.150  -0.096
C -2.224 -0.115 0.462  0.167
C -1.199 1.931 -0.012  0.002
H 3.526 0.899 0.840  0.092
H 2.972 -0.392 -0.353  0.046
H 1.041 0.961 1.423  0.044
H -0.330 -1.622 1.600  0.117
H 1.037 -2.299 0.483  0.142
H -0.747 -2.370 0.035  0.089
H 1.326 -1.003 -1.621  0.095
H -0.382 -1.181 -2.048  0.104
H 0.441 0.581 -1.934  0.127
H -2.174 -1.279 0.397  0.140
H -3.175 0.459 0.595  0.141
H -2.225 2.399 0.222  0.124
H -0.832 2.306 -1.054  0.137
H -0.581 2.326 0.863  0.112

Values from the calculation:
Kohn-Sham gap ... 9.387 eV
Net charge ... +1
LUMO energy ... -4.57 eV
Energy relative to the best compared isomer or geometry (same formula, charge and spin) ... 55.7 kcal per mole
E_tot ... -329.51884 Eh
Highest occupied orbital energy ... -13.96 eV
SMILES ... C=CC(C)(C)[N+](=C)C